ORCA calculation (ωB97M-V/def2-TZVPD) on a cluster of 6 separate species, C28H32F32O8S2 in total.

CARTESIAN COORDINATES (ANGSTROEM)
C -5.72540 3.80544 3.67109
C -5.20560 2.48539 3.02754
C -4.61623 1.60309 4.14314
S -4.18095 2.70082 5.52278
O -2.75724 2.72973 5.76295
O -5.14505 2.42812 6.58070
C -4.71143 4.23398 4.71624
H -6.71550 3.62264 4.09193
H -5.82050 4.60777 2.94016
H -4.38393 2.82593 2.39519
H -5.99242 1.96315 2.49353
H -3.67882 1.16622 3.81035
H -5.38131 0.94655 4.54701
H -3.78471 4.52617 4.21330
H -4.94237 4.94079 5.50729
C -1.05656 2.62082 2.47043
C -1.06791 1.11472 2.23175
C 0.31936 0.61385 1.86428
S 1.37759 2.11058 1.62353
O 2.08845 1.98775 0.35689
O 2.06003 2.41554 2.85245
C -0.05340 3.22163 1.52437
H -0.72518 2.75920 3.50563
H -1.99088 3.17574 2.38724
H -1.71349 0.91852 1.36821
H -1.58970 0.61008 3.04414
H 0.38762 0.17432 0.86973
H 0.82272 -0.07855 2.53612
H -0.50576 3.17698 0.52610
H 0.19429 4.28025 1.59138
C 6.45492 2.63038 0.14455
C 5.90135 2.03334 -1.15635
C 4.74309 1.07571 -0.83865
F 4.03714 0.64256 -1.91465
F 5.17851 -0.01038 -0.13546
F 5.38613 3.00121 -1.94158
F 6.90226 1.37247 -1.77534
O 5.44383 3.27436 0.86928
C 5.79333 4.10373 1.93039
C 4.51497 4.81580 2.36218
F 4.71792 5.72691 3.35976
F 3.90115 5.46047 1.33630
F 6.29414 3.34135 2.91206
F 6.73298 4.97114 1.49159
H 7.30153 3.24921 -0.16903
H 6.89432 1.86682 0.79021
H 4.05635 1.62887 -0.18628
H 3.78691 4.08608 2.74165
C -4.83383 -3.33583 -0.37110
C -3.30470 -3.33943 -0.46455
C -2.65804 -2.43648 0.58144
F -1.31386 -2.22521 0.52921
F -3.28808 -1.22687 0.62966
F -2.82285 -4.59673 -0.34764
F -2.91596 -2.91311 -1.70435
O -5.22492 -3.55701 0.96881
C -6.29021 -2.79633 1.40215
C -6.71079 -3.25721 2.78964
F -5.68204 -3.24376 3.66163
F -7.75805 -2.54426 3.22950
F -5.99697 -1.48462 1.37423
F -7.31368 -3.02028 0.52822
H -5.27307 -4.03789 -1.07801
H -5.13055 -2.35003 -0.73636
H -2.74240 -2.86230 1.59039
H -7.02280 -4.30319 2.74604
C 0.45363 1.62926 -4.51652
C -0.81853 1.11280 -3.84503
C -0.53783 0.75080 -2.37527
F 0.14645 1.70599 -1.69638
F -1.60949 0.35376 -1.60736
F -1.74860 2.10871 -3.93925
F -1.31041 0.10835 -4.60704
O 1.57870 0.79473 -4.30083
C 2.09850 0.13371 -5.38882
C 3.35125 -0.65078 -4.95911
F 3.04814 -1.41626 -3.87778
F 3.72214 -1.47985 -5.96021
F 1.13937 -0.70610 -5.84294
F 2.40086 0.93792 -6.41857
H 0.69929 2.66850 -4.28035
H 0.33114 1.77879 -5.59466
H 0.07532 -0.16481 -2.35429
H 4.19471 -0.00847 -4.69406
C 2.67433 -4.60141 -3.06287
C 3.16178 -6.04128 -2.78156
C 3.09923 -6.85923 -4.09127
F 3.61876 -6.22123 -5.16539
F 3.66497 -8.08919 -3.95843
F 4.43662 -6.06110 -2.31912
F 2.39621 -6.63999 -1.85030
O 2.92213 -3.77794 -1.92210
C 1.73595 -3.34395 -1.31264
C 2.14769 -2.30496 -0.25845
F 1.04696 -1.84460 0.37243
F 2.97561 -2.90323 0.64901
F 0.95759 -2.68290 -2.20631
F 1.03427 -4.41410 -0.90930
H 1.64540 -4.67694 -3.41438
H 3.25995 -4.07912 -3.81806
H 2.02785 -7.03862 -4.27893
H 2.71637 -1.50404 -0.73885

Computed properties:
Calculated total energy, eV: -154564.31411
Energy above the lowest of the compared OMol25 structures with the same formula, charge and spin, kJ/mol: 27.2
SMILES string: FC(F)C(F)(F)COC(F)(F)C(F)F.FC(F)C(F)(F)COC(F)(F)C(F)F.FC(F)C(F)(F)COC(F)(F)C(F)F.FC(F)C(F)(F)COC(F)(F)C(F)F.O=S1(=O)CCCC1.O=S1(=O)CCCC1



ORCA calculation (ωB97M-V/def2-TZVPD) on a cluster of 18 separate species, C24H45Cl34F3O6S2 in total.

CARTESIAN COORDINATES (ANGSTROEM)
C 2.30105 -2.94221 -0.47135
S 1.00627 -3.14941 -1.66265
O 0.14146 -4.17236 -1.12866
O 1.52412 -3.34576 -2.98452
C 0.00010 -1.63432 -1.64826
C 0.81905 -0.36286 -1.81908
C 1.17960 0.29687 -0.49291
C 2.17729 1.43043 -0.74537
O 2.93940 1.75179 0.42080
C 4.07352 1.05086 0.61554
F 4.13644 0.62362 1.88983
F 4.17851 -0.03582 -0.17720
F 5.15765 1.82598 0.39545
C -0.10637 0.87631 0.12741
S -1.39360 -0.36726 0.11875
O -2.48461 0.04372 -0.71262
O -1.72915 -0.65362 1.48899
O -0.72367 -1.70962 -0.42320
H 3.18125 -2.49687 -0.91617
H 1.93591 -2.36081 0.36716
H 2.46358 -3.94801 -0.10354
H -0.63838 -1.75816 -2.52018
H 0.29532 0.36667 -2.43433
H 1.73191 -0.60328 -2.36341
H 1.62740 -0.40559 0.20168
H 2.79983 1.24533 -1.61560
H 1.60610 2.32639 -0.97645
H -0.43385 1.71924 -0.46515
H 0.08275 1.10757 1.16394
C -1.37164 4.73773 -1.76940
Cl -2.53327 3.67724 -0.97124
Cl 0.09382 3.86751 -2.27336
H -1.83430 5.15594 -2.65276
H -1.07880 5.52296 -1.08342
C 2.94125 -0.86680 4.49246
Cl 2.93309 -2.03771 5.81416
Cl 2.10090 -1.48487 3.06420
H 2.43532 0.03257 4.82315
H 3.96735 -0.65154 4.22228
C 1.51091 7.19173 -4.31552
Cl 2.44040 6.31352 -3.09914
Cl -0.23717 6.99299 -4.08683
H 1.75067 8.24556 -4.24372
H 1.76983 6.79569 -5.29275
C -4.46256 -2.53249 1.54123
Cl -4.52776 -3.75971 2.82131
Cl -5.26693 -3.07979 0.06484
H -4.96474 -1.63722 1.88742
H -3.42392 -2.32101 1.31771
C 0.98274 4.06231 -6.64035
Cl 1.78279 5.50357 -7.29392
Cl 2.15088 2.86868 -6.07158
H 0.35548 4.36204 -5.80760
H 0.38405 3.62024 -7.42696
C -2.11731 -6.76718 3.32279
Cl -0.56529 -6.05786 3.78972
Cl -1.95473 -7.82881 1.91775
H -2.49626 -7.35045 4.15321
H -2.79847 -5.96473 3.06857
C -7.67346 -0.04766 0.45070
Cl -8.57871 1.38858 -0.03597
Cl -6.28856 0.36364 1.47531
H -8.32961 -0.70008 1.00886
H -7.30242 -0.54440 -0.43745
C -0.46433 -11.36282 3.00257
Cl -1.71179 -10.95386 4.18545
Cl -0.65070 -13.00778 2.38436
H -0.53960 -10.66953 2.17352
H 0.50350 -11.28100 3.48109
C 5.93166 3.62852 -5.37208
Cl 4.78003 4.48777 -4.34278
Cl 5.46011 1.94188 -5.62205
H 5.96886 4.12205 -6.33606
H 6.90562 3.64852 -4.89692
C -2.00292 1.61305 3.64459
Cl -0.92934 2.78352 2.84899
Cl -3.35047 2.40458 4.46999
H -2.39599 0.94486 2.88839
H -1.42098 1.05782 4.36545
C 5.58673 0.33008 -9.43180
Cl 6.75288 1.24490 -10.39591
Cl 4.33217 1.36820 -8.74888
H 5.11664 -0.40903 -10.06834
H 6.11572 -0.14974 -8.61712
C -11.05883 0.54783 3.11688
Cl -9.46859 1.10292 3.65491
Cl -10.93258 -0.60620 1.78024
H -11.55593 0.06211 3.94406
H -11.63417 1.40217 2.78212
C 0.95679 -6.71254 0.94536
Cl 2.61047 -6.17559 1.30936
Cl 0.94404 -8.08483 -0.16513
H 0.48351 -7.01021 1.87304
H 0.42231 -5.88808 0.48610
C 7.18494 4.06617 -0.16269
Cl 8.62711 5.06198 0.09307
Cl 6.51767 4.27151 -1.78630
H 7.45667 3.02730 -0.02647
H 6.43235 4.35903 0.55830
C -1.11276 -1.00319 6.89440
Cl -0.24220 0.50171 7.22602
Cl -1.19273 -1.33744 5.16277
H -0.59339 -1.82030 7.37978
H -2.12191 -0.91221 7.27691
C -15.26962 0.87462 3.86450
Cl -14.49590 2.42831 3.52925
Cl -14.09394 -0.36393 4.32281
H -15.96818 1.00467 4.68144
H -15.78450 0.54449 2.97102
C 12.33542 5.28234 0.07511
Cl 13.38288 6.70485 0.13692
Cl 12.11073 4.69388 -1.57542
H 12.78943 4.49405 0.66246
H 11.36846 5.54860 0.48145

Computed properties:
Calculated total energy, eV: -493488.34592
Energy above the lowest of the compared OMol25 structures with the same formula, charge and spin, kJ/mol: 12.8



no.,molar mass (g mol⁻¹),orbital gap (eV),strongest force on any atom (eV/A)
1,1168.63,10.8,2.93
2,1756.15,10.7,2.21